C4HO3 | ωB97M-V/def2-TZVPD

Cartesian coordinates (Å):
1 C 1.098 -1.051 0.703
2 C -0.016 -0.341 0.618
3 C -1.025 0.065 1.338
4 C 0.121 0.620 -1.086
5 O -0.253 -0.098 -1.910
6 O -2.175 0.442 1.500
7 O 0.760 1.606 -0.897
8 H 1.489 -1.243 -0.266

For the LUMO energy, the calculation gives 3.88 eV. For the total energy, the calculation gives -10304.0005 eV. The relative energy (zero: lowest compared OMol25 entry of this formula, charge and spin) is 172.08 kJ/mol. Its charge is -1.

Atomic partial charges in e from the Mulliken method, atoms 1 to 4:
1. C -0.517
2. C -0.056
3. C 0.353
4. C 0.593